{
  "formula": "C4H8O2",
  "method": "ωB97M-V/def2-TZVPD",
  "gap_ha": 0.40877,
  "e_tot_ev": -8372.138,
  "total_charge": 0,
  "homo_energy_ev": -10.29,
  "relative_energy_kcal_mol": 26.4,
  "species": ["C", "C", "C", "O", "C", "O", "H", "H", "H", "H", "H", "H", "H", "H"],
  "xyz": [[1.4395, 0.9374, 0.6683], [0.7673, -0.3794, 0.2918], [-0.7604, -0.2076, 0.1094], [-1.1194, 1.1213, -0.1515], [-1.2837, -1.0895, -1.0060], [-2.0651, -0.6757, -1.8328], [2.4926, 0.7791, 0.9229], [0.9492, 1.3997, 1.5303], [1.3796, 1.6448, -0.1615], [0.9358, -1.1271, 1.0744], [1.2304, -0.7806, -0.6210], [-1.2434, -0.5600, 1.0390], [-1.8140, 1.0681, -0.8287], [-0.9083, -2.1305, -1.0345]],
  "mulliken_charge": [-1.194, -0.469, 0.180, -0.562, 0.052, -0.525, 0.369, 0.307, 0.304, 0.322, 0.309, 0.191, 0.344, 0.372]
}


{
  "formula": "C22H66O11",
  "method": "ωB97M-V/def2-TZVPD",
  "gap_ha": 0.36663,
  "e_tot_ev": -46405.082,
  "total_charge": 0,
  "homo_energy_ev": -9.50,
  "relative_energy_kcal_mol": 38.3,
  "species": ["C", "C", "O", "H", "H", "H", "H", "H", "H", "C", "C", "O", "H", "H", "H", "H", "H", "H", "C", "C", "O", "H", "H", "H", "H", "H", "H", "C", "C", "O", "H", "H", "H", "H", "H", "H", "C", "C", "O", "H", "H", "H", "H", "H", "H", "C", "C", "O", "H", "H", "H", "H", "H", "H", "C", "C", "O", "H", "H", "H", "H", "H", "H", "C", "C", "O", "H", "H", "H", "H", "H", "H", "C", "C", "O", "H", "H", "H", "H", "H", "H", "C", "C", "O", "H", "H", "H", "H", "H", "H", "C", "C", "O", "H", "H", "H", "H", "H", "H"],
  "xyz": [[-2.6052, -5.6839, -0.1056], [-1.1890, -5.1974, -0.3054], [-0.6131, -5.0303, 0.9786], [-2.6419, -6.4884, 0.6291], [-3.1473, -5.9390, -1.0164], [-3.2041, -4.8800, 0.3414], [-1.1757, -4.2367, -0.8276], [-0.6018, -5.8862, -0.9262], [0.1732, -4.4612, 0.9170], [-2.6103, -1.9862, 2.0646], [-4.1164, -2.0229, 2.0895], [-4.6663, -2.0474, 0.7653], [-2.2051, -2.8448, 1.5226], [-2.2127, -2.0983, 3.0769], [-2.2269, -1.0417, 1.6827], [-4.4506, -1.1339, 2.6343], [-4.4620, -2.9015, 2.6385], [-5.3719, -2.6981, 0.7448], [2.0108, 0.7999, -5.0580], [1.6448, 0.1689, -3.7377], [0.4350, 0.7573, -3.2352], [2.8713, 0.2862, -5.4927], [2.3067, 1.8467, -4.9518], [1.2081, 0.7879, -5.7941], [2.4238, 0.2632, -2.9697], [1.5366, -0.9178, -3.8527], [0.2616, 0.2946, -2.3854], [3.6331, 1.4079, 5.4500], [3.7142, 1.0992, 3.9631], [2.6803, 1.7739, 3.2463], [2.7100, 1.0199, 5.8797], [3.6024, 2.4931, 5.5769], [4.4956, 1.0303, 5.9986], [3.6202, 0.0253, 3.7821], [4.6915, 1.3485, 3.5379], [3.0027, 2.6329, 2.9620], [1.6426, 0.3186, 0.2070], [0.4136, -0.5594, 0.3365], [-0.2504, -0.6454, -0.9250], [2.0292, 0.4983, 1.2141], [1.3827, 1.2994, -0.1949], [2.4213, -0.1523, -0.3933], [-0.2570, -0.1193, 1.0789], [0.7227, -1.5601, 0.6557], [-0.9985, -1.2702, -0.8984], [-1.7330, -2.4282, -3.3982], [-2.9626, -2.5037, -2.5252], [-2.6133, -2.2219, -1.1727], [-1.2475, -1.4521, -3.3246], [-1.9937, -2.5616, -4.4476], [-1.0264, -3.1951, -3.0796], [-3.3785, -3.5208, -2.5521], [-3.7890, -1.8729, -2.8689], [-3.3950, -2.3489, -0.5996], [1.1795, 5.2284, 2.3719], [1.4823, 4.3930, 1.1397], [0.3828, 4.4883, 0.2588], [0.4943, 4.6765, 3.0141], [0.7201, 6.1783, 2.0939], [2.0964, 5.5067, 2.8973], [1.5945, 3.3473, 1.4569], [2.4170, 4.7527, 0.6907], [0.5473, 3.9242, -0.5167], [0.4996, 4.4963, -3.6715], [1.6556, 4.0814, -2.7913], [1.3171, 3.0265, -1.8923], [-0.3176, 4.9855, -3.1404], [0.1103, 3.6471, -4.2369], [0.8457, 5.2353, -4.4027], [1.9703, 4.9355, -2.1904], [2.4884, 3.7162, -3.4028], [1.0916, 2.2032, -2.3664], [1.6828, -3.5585, -1.5239], [2.6869, -3.4992, -0.3851], [2.0475, -3.9008, 0.8198], [0.7636, -3.0509, -1.2383], [1.4622, -4.5995, -1.7656], [2.0811, -3.1252, -2.4409], [3.0893, -2.4923, -0.2195], [3.5583, -4.0997, -0.6705], [2.6808, -3.9562, 1.5397], [-1.1847, 1.8432, 3.9123], [-0.5895, 0.6699, 3.1468], [0.4343, 0.0279, 3.8963], [-1.7761, 1.5023, 4.7636], [-1.9416, 2.2939, 3.2562], [-0.4389, 2.5840, 4.1821], [-0.2043, 1.0635, 2.1968], [-1.3093, -0.1086, 2.8920], [1.2205, 0.5883, 3.8530], [-1.6027, 1.8388, -0.2109], [-2.1848, 2.0725, -1.6110], [-3.5960, 2.0337, -1.6125], [-1.7777, 0.8091, 0.1211], [-2.1020, 2.4822, 0.5146], [-0.5244, 1.9839, -0.2025], [-1.7811, 1.2799, -2.2529], [-1.8546, 3.0324, -1.9996], [-3.9038, 1.2188, -1.2085]],
  "mulliken_charge": [-1.147, 0.499, -0.640, 0.366, 0.357, 0.063, -0.262, 0.373, 0.333, 0.802, -0.697, -0.548, -0.240, 0.573, -0.861, 0.353, 0.345, 0.269, -1.339, 0.294, -0.717, 0.420, 0.202, 0.312, 0.157, 0.163, -0.111, -0.977, -0.460, -0.340, 0.260, 0.261, 0.376, 0.287, 0.455, 0.177, -0.428, 1.467, 2.175, 0.072, -0.301, 0.161, -1.654, 0.180, -0.704, -0.695, -0.469, -0.348, -0.094, 0.461, 0.179, 0.328, 0.410, 0.081, -1.243, 0.910, -0.494, 0.170, 0.408, 0.365, -0.501, 0.285, 0.089, -1.134, -0.338, -0.394, 0.293, 0.211, 0.444, 0.358, 0.380, 0.104, -0.277, -0.449, -0.484, -0.377, 0.380, 0.404, 0.163, 0.417, 0.254, -1.461, 1.858, -0.649, 0.351, 0.343, 0.266, -0.338, -0.591, 0.341, 0.975, -0.264, -0.639, -0.679, 0.421, -0.685, 0.169, 0.141, 0.320]
}


{
  "formula": "C41H41FHfP2",
  "method": "ωB97M-V/def2-TZVPD",
  "gap_ha": [0.11260, 0.11168],
  "e_tot_ev": -65761.274,
  "total_charge": 2,
  "homo_energy_ev": [-11.77, -11.76],
  "species": ["Hf", "C", "C", "C", "C", "C", "C", "C", "C", "C", "H", "H", "H", "H", "H", "H", "H", "H", "H", "H", "H", "H", "H", "H", "H", "P", "P", "C", "C", "C", "C", "C", "C", "C", "C", "C", "C", "C", "C", "C", "C", "C", "C", "C", "C", "C", "C", "C", "C", "C", "C", "C", "C", "H", "H", "H", "H", "H", "H", "H", "H", "H", "H", "H", "H", "H", "H", "H", "H", "H", "H", "H", "H", "H", "H", "F", "C", "C", "C", "C", "C", "C", "H", "H", "H", "H"],
  "xyz": [[0.3222, -0.0663, 2.1807], [-2.3487, 0.1312, 4.7027], [-2.5478, -0.0374, 3.3885], [-3.1269, 0.9962, 2.3885], [-2.2662, 1.8378, 1.4159], [-0.7717, 1.8895, 1.7922], [-0.4325, 2.2310, 3.1765], [-1.4489, 2.4557, 4.2943], [-1.9093, 1.3898, 5.3418], [2.0924, -0.4532, 1.0738], [-2.3525, -0.7477, 5.3833], [-2.4753, -1.0589, 2.9603], [-3.8288, 1.6721, 2.8980], [-3.7513, 0.3674, 1.7339], [-2.3971, 1.5372, 0.3556], [-2.6527, 2.8917, 1.4294], [-0.1959, 2.3574, 0.9930], [0.3951, 2.9270, 3.2633], [-2.3513, 2.8856, 3.8745], [-1.0327, 3.2815, 4.8911], [-1.0941, 1.1605, 6.0445], [-2.7202, 1.8615, 5.9706], [2.8067, -0.5885, 1.9146], [2.4746, 0.3619, 0.4489], [2.1046, -1.3650, 0.4698], [-0.3110, -1.6568, -2.4173], [1.1813, 0.5625, -1.9673], [-1.2480, -0.1787, -2.8674], [-0.5008, 0.9340, -2.5827], [-0.4491, -2.7193, -3.9381], [-1.3811, -2.4276, -4.9462], [-1.7438, -3.4151, -5.8791], [-1.1034, -4.6597, -5.8485], [-0.0452, -4.9087, -4.9441], [0.3038, -3.9275, -4.0061], [-1.4476, -2.4934, -1.2848], [-1.2554, -2.1627, 0.0761], [-2.0018, -2.8360, 1.0257], [-2.8933, -3.8645, 0.6607], [-3.0635, -4.1826, -0.6946], [-2.3260, -3.5140, -1.6668], [2.0969, 0.8039, -3.6488], [1.9580, -0.2170, -4.6084], [2.2784, 0.0467, -5.9460], [2.8987, 1.2618, -6.2886], [3.2015, 2.1990, -5.2952], [2.8109, 1.9746, -3.9742], [1.6845, 2.1425, -1.2420], [2.9943, 2.2379, -0.7246], [3.4268, 3.4530, -0.2048], [2.5849, 4.5635, -0.2053], [1.2867, 4.4538, -0.6730], [0.8201, 3.2477, -1.1950], [-2.2382, -0.2064, -3.3489], [-0.7295, 1.9445, -2.9046], [-1.8621, -1.4463, -4.9659], [-2.5298, -3.2198, -6.6150], [-1.4243, -5.4647, -6.5217], [0.4896, -5.8709, -4.9533], [1.1234, -4.0860, -3.2840], [-0.3869, -1.5112, 0.3589], [-1.8546, -2.5679, 2.0763], [-3.4106, -4.4332, 1.4195], [-3.7279, -4.9861, -0.9884], [-2.3587, -3.8144, -2.7049], [1.5935, -1.2216, -4.3391], [2.0674, -0.7050, -6.7123], [3.1566, 1.4540, -7.3378], [3.7455, 3.0999, -5.5483], [3.0645, 2.7248, -3.2122], [3.6714, 1.3723, -0.7367], [4.4466, 3.5287, 0.1752], [2.9617, 5.5290, 0.1474], [0.6229, 5.3174, -0.6539], [-0.2042, 3.2095, -1.5663], [1.3915, -0.0635, 8.3735], [1.3338, -0.1079, 7.0021], [1.8215, 0.9955, 6.3011], [1.6609, 0.9878, 4.9245], [1.0464, -0.1102, 4.2478], [0.6461, -1.2334, 5.0255], [0.7792, -1.2454, 6.4299], [2.2572, 1.8429, 6.8305], [1.9954, 1.8561, 4.3621], [0.1721, -2.1187, 4.5686], [0.4312, -2.0847, 7.0514]],
  "mulliken_charge": [0.920, -0.514, -0.338, -1.150, -0.771, 0.534, 0.051, -1.505, -0.666, -0.883, 0.473, 0.777, 0.335, 0.471, 0.327, 0.512, -0.073, 0.863, 0.491, 0.498, 0.159, 0.491, 0.610, -0.263, 0.470, 0.848, 0.551, -0.441, -0.937, 0.101, -0.369, -0.755, -0.430, -0.638, -0.250, -0.242, 1.525, -0.167, -1.054, -0.684, -0.539, 0.540, -0.472, -0.629, -0.576, -0.662, -0.455, 1.470, -0.476, -1.035, -0.664, -0.672, -0.889, 0.684, 0.789, 0.376, 0.409, 0.396, 0.389, 0.374, -1.010, 0.319, 0.438, 0.432, 0.422, 0.439, 0.429, 0.376, 0.428, 0.191, 0.572, 0.489, 0.455, 0.444, 0.147, -0.306, 0.408, -0.643, -0.158, 0.454, -0.517, -0.638, 0.435, 0.378, 0.336, 0.447]
}


{
  "formula": "C7H10",
  "method": "ωB97M-V/def2-TZVPD",
  "gap_ha": [0.18903, 0.23150],
  "spin_multiplicity": 2,
  "e_tot_ev": -7418.330,
  "total_charge": -1,
  "homo_energy_ev": [-0.88, -2.06],
  "relative_energy_kcal_mol": 18.3,
  "species": ["C", "C", "C", "C", "C", "C", "C", "H", "H", "H", "H", "H", "H", "H", "H", "H", "H"],
  "xyz": [[-0.6207, -2.1223, -1.7685], [0.1654, -0.9847, -1.1669], [1.3816, -0.6019, -1.6381], [0.2124, 0.5084, 0.8623], [-0.3921, -0.4618, 0.0469], [-0.2351, 2.1941, 2.5913], [-0.4459, 1.6991, 1.3458], [-1.5007, -1.7678, -2.3094], [-0.0235, -2.6013, -2.5584], [-0.7740, -2.9216, -1.0420], [1.9003, 0.2382, -1.2039], [1.8748, -1.1127, -2.4602], [1.3021, 0.5210, 0.9254], [-1.2299, -1.0506, 0.4269], [-0.7894, 3.0381, 2.9931], [0.4463, 1.6552, 3.2391], [-1.3464, 1.8718, 0.7639]],
  "mulliken_charge": [-1.207, 0.768, -1.038, -0.762, -0.634, -0.844, -0.249, 0.241, 0.334, 0.299, 0.298, 0.252, 0.399, 0.194, 0.275, 0.312, 0.363]
}